Arrangement i

Formula: C3H5N3S
Source: OMol25
Level of theory: ωB97M-V with the def2-TZVPD basis set

Last column: Löwdin charge in e.
Atoms and positions in Å:
S: 2.9800 -0.4154 -0.1519  0.715
N: 1.6292 0.5557 -0.2023  -0.463
C: 0.3285 0.1304 -0.1787  -0.483
C: -0.8370 0.9529 -0.1801  -0.047
C: -1.8635 0.0621 -0.0012  -0.126
N: -1.3165 -1.1797 -0.1175  -0.059
N: 0.0256 -1.1590 -0.2126  0.059
H: 2.9646 -0.7881 1.1910  -0.124
H: 1.7373 1.6099 0.0486  0.136
H: -0.9194 2.0592 -0.0741  0.108
H: -2.9525 0.2537 0.1587  0.125
H: -1.7763 -2.0817 -0.2800  0.157

- LUMO level: 0.94 eV
- HOMO-LUMO gap: 9.125 eV
- Structure (SMILES): SNc1cc[nH]n1

Arrangement ii

Formula: C3H5N3S
Source: OMol25
Level of theory: ωB97M-V with the def2-TZVPD basis set

Last column: Löwdin charge in e.
Atoms and positions in Å:
H: 1.9765 -2.6835 0.7409  0.051
N: 1.4890 -1.8338 0.4375  0.067
C: 1.9052 -0.8130 1.0753  -0.385
N: 1.4426 0.4590 0.8128  -0.392
S: 0.3707 0.8271 -0.4322  0.902
C: -1.1181 -0.0398 0.1608  -0.466
C: -2.2279 0.2355 -0.7493  -0.312
N: -3.1037 0.4684 -1.4697  0.144
H: 2.6372 -0.8477 1.8845  0.119
H: 1.6088 1.1721 1.5503  0.106
H: -1.3873 0.3022 1.1820  0.095
H: -0.9171 -1.1275 0.1729  0.072

- LUMO level: 0.46 eV
- HOMO-LUMO gap: 9.973 eV
- Structure (SMILES): [H]/N=C/NSCC#N

Result of the stability comparison: arrangement ii is the most stable of them.

Arrangement i

Formula: C3H5O3
Source: OMol25
Level of theory: ωB97M-V with the def2-TZVPD basis set

Last column: Löwdin charge in e.
Atoms and positions in Å:
C: 0.1611 -1.1838 -1.3320  -0.575
C: 0.0957 0.0759 1.3525  -0.173
C: -0.5233 0.6212 0.0999  -0.401
O: 0.0074 -2.3008 -0.9339  0.003
O: 0.7162 -0.5200 -2.1659  -0.029
O: -0.0037 1.7110 -0.5577  -0.158
H: 1.1595 -0.0543 1.1507  0.061
H: 0.0013 0.7357 2.2731  0.056
H: -0.3545 -0.8733 1.5244  0.040
H: -1.6443 0.5527 0.0037  0.076
H: 0.3846 1.2356 -1.4148  0.101

- LUMO level (alpha / beta): 4.33 / 4.33 eV
- Total charge: -1
- HOMO-LUMO gap (alpha / beta): 6.144 / 6.143 eV

Arrangement ii

Formula: C3H5O3
Source: OMol25
Level of theory: ωB97M-V with the def2-TZVPD basis set

Last column: Löwdin charge in e.
Atoms and positions in Å:
O: -3.1094 -0.0577 -1.4871  -0.013
C: -2.0491 -0.5609 -1.1758  -0.331
C: -0.7877 0.1823 -0.9648  -0.085
H: -2.1096 -1.6181 -0.8571  0.109
H: -0.7700 1.1849 -1.4201  0.084
H: -0.7251 0.5498 0.0733  0.075
H: 0.1764 -0.3310 -0.9966  0.061
O: 1.3875 0.1663 0.8995  -0.161
C: 2.3811 0.1506 1.6739  -0.689
O: 3.1226 -0.7858 2.0082  -0.131
H: 2.4834 1.1198 2.2467  0.081

- LUMO level: 3.78 eV
- Total charge: -1
- HOMO-LUMO gap: 7.973 eV

Result of the stability comparison: arrangement ii is the most stable of them.

Arrangement i

Formula: C3H5O3
Source: OMol25
Level of theory: ωB97M-V with the def2-TZVPD basis set

Last column: Löwdin charge in e.
Atoms and positions in Å:
C: -2.5371 0.7315 -0.3323  -0.090
C: -1.3074 0.1645 -0.2870  -0.421
O: -0.3558 0.4303 0.5441  -0.109
H: -3.0567 0.8703 -1.2734  -0.001
H: -2.8826 1.3471 0.4841  0.008
H: -1.0542 -0.5551 -1.0846  0.093
H: 0.8118 0.1302 0.6855  0.028
O: 1.9914 0.1420 0.8867  -0.076
C: 2.6111 -0.8489 0.3002  -0.529
O: 2.2669 -2.0054 0.2606  -0.012
H: 3.5125 -0.4063 -0.1838  0.108

- LUMO level: 4.27 eV
- Total charge: -1
- HOMO-LUMO gap: 7.928 eV

Arrangement ii

Formula: C3H5O3
Source: OMol25
Level of theory: ωB97M-V with the def2-TZVPD basis set

Last column: Löwdin charge in e.
Atoms and positions in Å:
O: -2.1912 -0.8014 -0.4554  -0.110
C: -1.3171 0.0532 -0.0839  -0.719
O: -1.3737 1.2462 0.3485  -0.103
C: 0.1400 -0.4226 -0.1715  -0.161
C: 1.3067 0.4318 0.4265  -0.171
O: 2.7726 -0.4815 -0.1167  -0.252
H: 0.1992 -1.4416 0.2937  0.108
H: 0.6354 -0.6737 -1.2178  0.133
H: 1.0563 1.4584 0.6253  0.097
H: 2.1464 0.4913 -0.4363  0.055
H: 1.5240 0.0844 1.4983  0.124

- LUMO level: 3.53 eV
- Total charge: -1
- HOMO-LUMO gap: 7.943 eV

Result of the stability comparison: arrangement i is the most stable of them.

Arrangement i

Formula: C18H57N15O9
Source: OMol25
Level of theory: ωB97M-V with the def2-TZVPD basis set

Last column: Löwdin charge in e.
Atoms and positions in Å:
C: 1.7159 3.1651 2.0967  -0.081
O: 2.7624 2.7946 1.1959  -0.295
C: 4.0321 2.6493 1.8019  -0.192
C: 5.1542 2.8660 0.7946  -0.442
C: 4.8891 2.0742 -0.4988  -0.031
N: 6.4574 2.6376 1.3903  0.047
H: 1.8553 4.2130 2.3733  0.094
H: 1.8238 2.6044 3.0298  0.092
H: 0.7279 3.0555 1.6586  0.093
H: 4.3166 3.3485 2.5980  0.139
H: 3.9984 1.6291 2.2113  0.115
H: 5.1347 3.9547 0.6446  0.126
H: 4.6199 1.0760 -0.1391  0.074
H: 5.7355 2.1072 -1.1826  0.079
H: 3.9994 2.3836 -1.0469  0.061
H: 7.0348 2.3302 0.6079  0.070
H: 6.4643 1.7578 1.9150  0.040
C: -3.9875 -3.2850 -5.2602  -0.106
O: -4.2225 -2.1115 -4.5023  -0.183
C: -3.3773 -1.9162 -3.3885  -0.198
C: -2.2656 -0.9071 -3.7602  -0.384
C: -0.9010 -1.6279 -3.9947  -0.039
N: -2.0494 0.0195 -2.6186  0.040
H: -2.9372 -3.5715 -5.3891  0.074
H: -4.5270 -3.3178 -6.1988  0.087
H: -4.2830 -4.1292 -4.6198  0.086
H: -3.9885 -1.5433 -2.5667  0.103
H: -2.8546 -2.8157 -3.0421  0.121
H: -2.5750 -0.3857 -4.6676  0.135
H: -0.6938 -2.1467 -3.0586  0.075
H: -0.0842 -0.9889 -4.3184  0.062
H: -1.1136 -2.3704 -4.7663  0.066
H: -1.0894 0.3350 -2.7366  0.040
H: -2.5986 0.8686 -2.7067  0.078
C: -8.4405 0.7622 1.4934  -0.119
O: -7.5471 -0.2116 1.0066  -0.171
C: -6.2812 0.3350 0.7765  -0.238
C: -5.2847 -0.6618 0.1877  -0.443
C: -5.1069 -1.9219 1.0247  -0.063
N: -3.9934 0.0129 0.1243  0.032
H: -8.3907 1.7707 1.0704  0.087
H: -8.3103 0.7704 2.5800  0.091
H: -9.4711 0.4889 1.2539  0.086
H: -6.3517 1.1218 0.0083  0.124
H: -5.8376 0.8288 1.6511  0.129
H: -5.6350 -0.9908 -0.7980  0.129
H: -6.0788 -2.3591 1.2774  0.075
H: -4.6573 -1.8564 2.0175  0.070
H: -4.5851 -2.6890 0.4470  0.071
H: -3.3608 -0.6614 -0.3009  0.039
H: -3.9153 0.7869 -0.5284  0.062
N: 3.0401 0.0469 -4.9509  0.155
C: 2.4678 0.1022 -3.7349  -0.702
N: 1.6620 1.1808 -3.5046  0.161
O: 2.5745 -0.8166 -2.9176  -0.003
H: 2.9218 0.7981 -5.6029  0.096
H: 3.7135 -0.6930 -5.0464  0.107
H: 1.7056 2.0533 -3.9970  0.089
H: 1.1551 1.1805 -2.6284  0.039
N: 0.9402 3.9499 -1.8945  0.156
C: 1.6894 5.0468 -1.5694  -0.678
N: 2.5864 4.8225 -0.5659  0.166
O: 1.6326 6.1012 -2.1969  0.002
H: 0.4238 4.0987 -2.7445  0.097
H: 0.7489 3.1452 -1.3177  0.051
H: 2.6979 3.8697 -0.2016  0.053
H: 3.2860 5.5293 -0.4331  0.105
N: 1.6170 0.1594 0.9804  0.195
C: 0.7318 0.1761 -0.0746  -0.604
N: 0.0739 -1.0163 -0.1966  0.193
O: 0.5385 1.1458 -0.8011  -0.019
H: 1.6517 -0.6624 1.5647  0.040
H: 2.0254 1.0295 1.2833  0.054
H: 0.3587 -1.7303 0.4403  0.065
H: -0.7563 -1.0672 -0.7643  0.071
N: 4.5505 -1.0499 4.2047  0.167
C: 5.0071 -0.8644 2.9335  -0.669
N: 4.2438 -1.5141 2.0145  0.154
O: 5.9542 -0.1410 2.6285  0.004
H: 3.7101 -1.5943 4.2745  0.085
H: 4.9593 -0.7391 5.0641  0.106
H: 3.3132 -1.8953 2.1976  0.028
H: 4.3777 -1.1810 1.0695  0.105
N: -0.4030 -0.5918 3.9548  0.164
C: -1.2633 -1.2268 4.7765  -0.696
N: -2.5899 -0.9123 4.5811  0.142
O: -0.9363 -2.1051 5.5749  0.005
H: -0.6719 0.1488 3.3379  0.096
H: 0.5186 -0.9947 3.9893  0.081
H: -2.7706 -0.0167 4.1612  0.090
H: -3.1455 -1.2499 5.3515  0.102
N: 0.3207 -4.2684 2.1639  0.187
C: 1.5003 -3.5719 2.0778  -0.606
N: 2.5168 -4.3351 1.6103  0.181
O: 1.6344 -2.3742 2.3617  -0.052
H: -0.4403 -3.7270 2.5426  0.117
H: 0.3180 -5.2298 1.9017  0.102
H: 2.4242 -5.3114 1.4099  0.105
H: 3.4596 -3.9838 1.5454  0.102

- LUMO level: 0.03 eV
- HOMO-LUMO gap: 9.123 eV
- Structure (SMILES): COC[C@H](C)N.COC[C@H](C)N.COC[C@H](C)N.NC(N)=O.NC(N)=O.NC(N)=O.NC(N)=O.NC(N)=O.NC(N)=O

Arrangement ii

Formula: C18H57N15O9
Source: OMol25
Level of theory: ωB97M-V with the def2-TZVPD basis set

Last column: Löwdin charge in e.
Atoms and positions in Å:
C: -2.8685 -2.6846 0.3715  -0.100
O: -1.4913 -2.2558 0.4179  -0.215
C: -1.3562 -0.8053 0.4628  -0.147
C: 0.1600 -0.4613 0.3216  -0.409
C: 0.3221 1.0119 0.5573  -0.065
N: 0.6242 -0.8565 -0.9980  0.061
H: -3.4806 -2.2430 -0.4149  0.081
H: -3.3314 -2.4553 1.3312  0.084
H: -2.9618 -3.7614 0.2304  0.084
H: -1.8568 -0.2725 -0.3456  0.124
H: -1.6861 -0.4289 1.4311  0.099
H: 0.7144 -1.0473 1.0547  0.130
H: -0.3094 1.7712 0.0961  0.078
H: 1.3469 1.3468 0.3966  0.081
H: 0.3006 1.2294 1.6251  0.066
H: 1.5504 -0.4573 -1.0522  0.042
H: 0.7497 -1.8575 -0.9502  0.048
C: -3.2705 1.3047 2.9096  -0.114
O: -3.1369 2.3574 3.8318  -0.210
C: -3.8699 3.4213 3.2813  -0.221
C: -3.9094 4.5639 4.3092  -0.403
C: -4.8109 4.1017 5.4593  -0.071
N: -4.6004 5.7324 3.7172  0.038
H: -4.3016 1.0583 2.6560  0.095
H: -2.7764 0.4498 3.3710  0.092
H: -2.7253 1.4963 1.9854  0.078
H: -3.2275 3.8270 2.4997  0.125
H: -4.8240 3.1840 2.8106  0.131
H: -2.9237 4.6956 4.7555  0.120
H: -4.1318 3.5448 6.1048  0.075
H: -5.6464 3.4230 5.2877  0.076
H: -5.3064 4.9266 5.9713  0.070
H: -4.0750 6.1039 2.9387  0.064
H: -4.6084 6.4500 4.4279  0.066
C: -2.3657 -3.3080 -3.1418  -0.070
O: -1.8176 -2.9233 -4.4297  -0.171
C: -0.5918 -3.4220 -4.7748  -0.247
C: -0.0261 -2.8862 -6.1072  -0.402
C: 0.1170 -1.3107 -6.3505  -0.044
N: -0.8445 -3.3328 -7.1966  0.015
H: -3.4127 -3.0327 -3.0149  0.087
H: -2.0113 -2.6194 -2.3749  0.052
H: -2.2126 -4.3447 -2.8419  0.091
H: 0.1354 -3.2333 -3.9852  0.108
H: -0.5790 -4.4970 -4.9546  0.119
H: 0.9245 -3.4051 -6.2302  0.127
H: 0.8036 -0.8577 -5.6353  0.065
H: -0.8082 -0.7579 -6.5134  0.079
H: 0.6963 -1.2128 -7.2686  0.063
H: -0.3695 -3.2788 -8.0863  0.074
H: -0.9044 -4.3356 -7.0928  0.065
N: 5.3800 -0.4336 -0.4627  0.181
C: 4.4067 -1.2057 -0.6161  -0.769
N: 4.6328 -2.3374 0.0107  0.174
O: 3.4009 -1.0082 -1.3110  -0.001
H: 5.0951 0.4672 -0.8199  0.048
H: 6.3388 -0.7438 -0.3949  0.134
H: 3.8788 -2.9999 -0.1022  0.055
H: 5.2447 -2.3679 0.8137  0.107
N: 3.0703 1.5390 -2.8144  0.201
C: 3.8300 2.3629 -2.1522  -0.745
N: 3.4354 3.5829 -2.1899  0.172
O: 4.6697 2.0226 -1.3157  -0.003
H: 2.4027 2.0185 -3.4014  0.110
H: 3.2510 0.5472 -2.7526  0.097
H: 3.8668 4.3569 -1.7051  0.126
H: 2.5932 3.8627 -2.6720  0.111
N: -0.4807 1.7240 -2.5468  0.171
C: -0.8996 1.0967 -3.6161  -0.833
N: -1.0412 -0.1541 -3.3408  0.181
O: -0.9759 1.5112 -4.7180  0.060
H: -0.4300 2.7326 -2.5647  0.119
H: -0.3816 1.0814 -1.7740  0.046
H: -0.6401 -0.4578 -2.4651  0.047
H: -1.1619 -0.8128 -4.0969  0.083
N: 1.4987 3.3094 4.5095  0.160
C: 0.2198 3.5711 4.6930  -0.765
N: -0.5067 2.4992 4.6120  0.187
O: -0.2610 4.6971 4.7717  0.007
H: 1.8036 2.3486 4.4453  0.073
H: 2.1608 4.0313 4.2636  0.112
H: -0.0583 1.6435 4.3176  0.066
H: -1.5037 2.6593 4.5922  0.080
N: 1.2126 -4.3695 0.9361  0.186
C: 1.6884 -4.2016 -0.2674  -0.818
N: 0.7223 -4.1186 -1.0887  0.178
O: 2.7869 -4.4533 -0.6495  0.061
H: 0.2604 -4.1321 1.1751  0.103
H: 1.7498 -4.8866 1.6173  0.122
H: -0.2374 -4.1036 -0.7743  0.103
H: 0.9299 -4.0337 -2.0735  0.118
N: 2.9299 -1.0058 4.9191  0.196
C: 2.3857 -0.4280 3.9255  -0.789
N: 3.0930 -0.4345 2.8167  0.184
O: 1.3239 0.1520 3.9326  0.018
H: 3.7984 -1.4728 4.7004  0.122
H: 2.5326 -0.7648 5.8158  0.141
H: 4.0179 -0.8398 2.8322  0.100
H: 2.9509 0.2937 2.1314  0.117

- LUMO level: -0.02 eV
- HOMO-LUMO gap: 8.992 eV
- Structure (SMILES): COC[C@H](C)N.COC[C@H](C)N.COC[C@H](C)N.NC(N)=O.NC(N)=O.NC(N)=O.NC(N)=O.NC(N)=O.NC(N)=O

Result of the stability comparison: arrangement i is the most stable of them.